Entry from the OMol25 dataset: a single C20H20N2O5 molecule (ωB97M-V/def2-TZVPD).

CARTESIAN COORDINATES (ANGSTROEM)
O1 -4.8703 -1.0781 -0.8233
O2 6.8191 -0.4083 3.2018
O3 -4.9154 -2.0349 -2.8879
O4 -2.2975 2.7632 -0.2651
O5 0.0994 0.1148 -0.2908
N1 2.0660 -0.8919 0.4594
N2 -2.3681 1.0202 -1.6701
C1 4.7805 0.6702 2.4441
C2 5.2676 -1.6430 1.9631
C3 3.5581 0.5565 1.7435
C4 1.5092 1.4376 0.9142
C5 -0.4390 1.3709 -0.1785
C6 0.3664 2.2011 0.5421
C7 2.6764 1.6430 1.6155
C8 3.2069 -0.6949 1.1470
C9 5.6239 -0.4046 2.5553
C10 7.2525 0.7804 3.8171
C11 -1.7679 1.7523 -0.7082
C12 -4.2663 -1.0421 -2.0982
C13 -6.1562 -1.6281 -0.9762
C14 -2.7648 -1.3593 -1.9487
C15 -1.8871 -0.1676 -2.3298
C16 -4.4620 0.3264 -2.7760
C17 -3.7229 1.4225 -2.0206
C18 -5.9702 -2.6052 -2.1421
C19 1.2764 0.1387 0.3656
C20 4.0990 -1.7826 1.2818
H1 5.9584 -2.4638 2.0754
H2 -2.5281 -2.2160 -2.5791
H3 -1.9226 -0.0024 -3.4126
H4 6.5589 1.1018 4.6008
H5 3.8188 -2.7194 0.8279
H6 -3.6882 2.3399 -2.6203
H7 0.1560 3.2255 0.7706
H8 5.0180 1.6274 2.8826
H9 8.2178 0.5475 4.2633
H10 -5.6726 -3.5989 -1.7841
H11 -6.8511 -2.6920 -2.7805
H12 -0.8571 -0.3703 -2.0503
H13 2.9142 2.6011 2.0551
H14 7.3756 1.5872 3.0875
H15 -6.8899 -0.8493 -1.2256
H16 -2.5860 -1.6269 -0.9067
H17 -5.5258 0.5650 -2.7998
H18 -4.2452 1.6592 -1.0883
H19 -6.4346 -2.1089 -0.0394
H20 -4.1182 0.2382 -3.8064

Calculated total energy   -1259.8407 hartree
2S+1   1
ΔE to the lowest compared entry with this formula, charge and spin   44.5 kcal per mole
Gap between HOMO and LUMO   8.0168 eV
Highest occupied orbital energy   -8.23 eV
SMILES string   COc1ccc2nc3oc(C(=O)N4CCC5(CC4)OCCO5)cc3cc2c1

Entry from the OMol25 dataset: a molecular structure, C20H20N6O2SSbSn (ωB97M-V/def2-TZVPD).

CARTESIAN COORDINATES (ANGSTROEM)
Sb1 0.2937 -0.3007 -1.0493
Sn1 -2.2329 2.1611 2.5103
S1 -2.9149 -2.1047 4.4331
O1 -0.1237 1.0318 0.7101
O2 1.7648 0.5753 1.6631
N1 0.1583 2.4688 4.8706
N2 -1.1710 2.8850 4.6815
N3 -2.2711 0.2614 3.1669
N4 0.1811 1.8041 2.6993
N5 0.6873 1.1130 1.6957
N6 2.0674 1.4437 4.1493
C1 0.8556 1.8799 3.8946
C2 -1.3037 -1.4499 -0.4562
C3 -1.1493 -2.5942 0.3291
C4 -0.8728 2.9108 -4.4390
C5 3.7216 -2.9261 -1.0245
C6 2.7268 -0.8043 -2.5530
C7 -2.5545 -1.0812 -0.9623
C8 -0.4104 3.3906 -3.2203
C9 -3.6520 -1.8839 -0.6930
C10 2.6117 -2.2421 -0.5726
C11 -0.6702 0.6461 -3.6617
C12 -2.2584 -3.3747 0.6028
C13 -2.5637 -0.7732 3.7186
C14 -3.5020 -3.0211 0.0900
C15 -1.0033 1.5467 -4.6622
C16 -0.0710 2.5077 -2.2068
C17 -0.2092 1.1433 -2.4398
C18 4.3256 -2.5625 -2.2267
C19 3.8293 -1.5189 -2.9937
C20 2.1040 -1.2045 -1.3625
H1 -0.3030 4.4550 -3.0642
H2 -1.7408 2.5074 5.4390
H3 4.1222 -3.7475 -0.4467
H4 0.3067 2.8891 -1.2667
H5 0.5617 2.5700 5.7941
H6 5.2096 -3.0920 -2.5568
H7 -0.1835 -2.8838 0.7245
H8 2.3573 0.0354 -3.1302
H9 -2.6725 -0.1938 -1.5749
H10 4.3056 -1.2511 -3.9267
H11 2.4758 1.5497 5.0687
H12 -1.3619 1.1802 -5.6142
H13 -1.1295 3.6072 -5.2259
H14 -2.1551 -4.2665 1.2057
H15 -1.2062 3.9039 4.7358
H16 -4.3620 -3.6426 0.3011
H17 -0.7750 -0.4179 -3.8477
H18 2.6228 1.0121 3.4268
H19 -4.6198 -1.6291 -1.1031
H20 2.1543 -2.5132 0.3698

Net charge   +3
Calculated total energy   -2104.7535 hartree
2S+1   1
Gap between HOMO and LUMO   6.6334 eV
Highest occupied orbital energy   -16.92 eV